A cluster of 15 separate species, C60H165N15O15 in total, computed with ωB97M-V/def2-TZVPD.

Bonds (Å) are listed after each position.
Atoms and positions in Å:
1 C 0.02 -0.44 0.86  C2 1.541, H7 1.090, H8 1.090, H9 1.090
2 C -1.05 -1.40 0.30  C1 1.541, C3 1.566, N6 1.464, H10 1.090
3 C -1.40 -1.11 -1.19  C2 1.566, O4 1.445, H11 1.090, H12 1.090
4 O -1.93 0.24 -1.21  C3 1.445, C5 1.477
5 C -2.14 0.76 -2.57  O4 1.477, H13 1.090, H14 1.090, H15 1.090
6 N -0.47 -2.72 0.59  C2 1.464, H16 1.010, H17 1.010
7 H 0.01 -0.48 1.95  C1 1.090
8 H -0.20 0.59 0.58  C1 1.090
9 H 1.08 -0.62 0.70  C1 1.090
10 H -1.92 -1.29 0.94  C2 1.090
11 H -2.19 -1.77 -1.55  C3 1.090
12 H -0.56 -1.27 -1.86  C3 1.090
13 H -2.33 -0.07 -3.26  C5 1.090
14 H -1.16 1.10 -2.89  C5 1.090
15 H -3.03 1.40 -2.58  C5 1.090
16 H -0.08 -2.67 1.52  N6 1.010
17 H 0.29 -2.95 -0.04  N6 1.010
18 C -8.91 0.90 -5.02  C19 1.554, H24 1.090, H25 1.090, H26 1.090
19 C -9.32 1.04 -3.53  C18 1.554, C20 1.536, N23 1.476, H27 1.090
20 C -10.82 0.94 -3.21  C19 1.536, O21 1.379, H28 1.090, H29 1.090
21 O -11.53 2.07 -3.58  C20 1.379, C22 1.365
22 C -12.87 2.04 -3.36  O21 1.365, H30 1.090, H31 1.090, H32 1.090
23 N -8.56 0.08 -2.71  C19 1.476, H33 1.010, H34 1.010
24 H -7.86 0.61 -5.04  C18 1.090
25 H -9.08 1.77 -5.66  C18 1.090
26 H -9.42 0.03 -5.42  C18 1.090
27 H -9.13 2.06 -3.19  C19 1.090
28 H -10.99 0.70 -2.16  C20 1.090
29 H -11.28 0.12 -3.76  C20 1.090
30 H -13.09 2.02 -2.29  C22 1.090
31 H -13.30 1.12 -3.76  C22 1.090
32 H -13.21 2.93 -3.88  C22 1.090
33 H -8.90 0.08 -1.76  N23 1.010
34 H -7.64 0.50 -2.66  N23 1.010
35 C 6.54 1.94 -11.16  C36 1.532, H41 1.090, H42 1.090, H43 1.090
36 C 6.36 2.87 -9.95  C35 1.532, C37 1.530, N40 1.446, H44 1.090
37 C 5.64 2.23 -8.77  C36 1.530, O38 1.428, H45 1.090, H46 1.090
38 O 4.32 1.86 -9.17  C37 1.428, C39 1.470
39 C 3.47 1.26 -8.14  O38 1.470, H47 1.090, H48 1.090, H49 1.090
40 N 7.65 3.40 -9.57  C36 1.446, H50 1.010, H51 1.010
41 H 7.10 1.04 -10.90  C35 1.090
42 H 6.94 2.44 -12.03  C35 1.090
43 H 5.55 1.65 -11.52  C35 1.090
44 H 5.78 3.74 -10.27  C36 1.090
45 H 5.53 2.91 -7.93  C37 1.090
46 H 6.26 1.39 -8.43  C37 1.090
47 H 3.21 2.02 -7.41  C39 1.090
48 H 3.87 0.41 -7.59  C39 1.090
49 H 2.60 0.88 -8.69  C39 1.090
50 H 7.44 3.91 -8.72  N40 1.010
51 H 7.98 4.12 -10.21  N40 1.010
52 C -2.38 4.24 5.33  C53 1.561, H58 1.090, H59 1.090, H60 1.090
53 C -2.73 5.32 6.40  C52 1.561, C54 1.515, N57 1.494, H61 1.090
54 C -1.98 6.62 6.22  C53 1.515, O55 1.396, H62 1.090, H63 1.090
55 O -0.59 6.57 6.36  C54 1.396, C56 1.357
56 C 0.00 7.79 6.33  O55 1.357, H64 1.090, H65 1.090, H66 1.090
57 N -4.20 5.45 6.17  C53 1.494, H67 1.010, H68 1.010
58 H -1.61 3.61 5.78  C52 1.090
59 H -2.03 4.73 4.42  C52 1.090
60 H -3.18 3.57 5.02  C52 1.090
61 H -2.56 4.89 7.38  C53 1.090
62 H -2.45 7.29 6.94  C54 1.090
63 H -2.11 7.03 5.22  C54 1.090
64 H -0.56 8.52 6.91  C56 1.090
65 H 0.06 8.19 5.32  C56 1.090
66 H 0.99 7.73 6.80  C56 1.090
67 H -4.46 4.48 6.07  N57 1.010
68 H -4.37 5.81 5.24  N57 1.010
69 C -7.49 -6.30 0.88  C70 1.543, H75 1.090, H76 1.090, H77 1.090
70 C -6.36 -6.81 -0.03  C69 1.543, C71 1.540, N74 1.432, H78 1.090
71 C -6.42 -8.27 -0.51  C70 1.540, O72 1.378, H79 1.090, H80 1.090
72 O -6.27 -8.89 0.71  C71 1.378, C73 1.410
73 C -6.01 -10.27 0.55  O72 1.410, H81 1.090, H82 1.090, H83 1.090
74 N -6.41 -5.96 -1.19  C70 1.432, H84 1.010, H85 1.010
75 H -7.45 -6.90 1.79  C69 1.090
76 H -8.47 -6.31 0.41  C69 1.090
77 H -7.34 -5.26 1.19  C69 1.090
78 H -5.43 -6.55 0.48  C70 1.090
79 H -5.61 -8.41 -1.22  C71 1.090
80 H -7.36 -8.50 -1.02  C71 1.090
81 H -6.25 -10.77 1.48  C73 1.090
82 H -4.94 -10.37 0.38  C73 1.090
83 H -6.53 -10.74 -0.29  C73 1.090
84 H -7.32 -6.02 -1.62  N74 1.010
85 H -6.27 -5.02 -0.85  N74 1.010
86 C 6.09 0.29 13.29  C87 1.509, H92 1.090, H93 1.090, H94 1.090
87 C 4.85 0.20 12.43  C86 1.509, C88 1.549, N91 1.447, H95 1.090
88 C 5.04 -0.51 11.07  C87 1.549, O89 1.406, H96 1.090, H97 1.090
89 O 3.90 -0.49 10.24  C88 1.406, C90 1.447
90 C 3.24 0.76 9.94  O89 1.447, H98 1.090, H99 1.090, H100 1.090
91 N 3.84 -0.54 13.14  C87 1.447, H101 1.010, H102 1.010
92 H 5.95 0.82 14.24  C86 1.090
93 H 6.85 0.88 12.77  C86 1.090
94 H 6.45 -0.67 13.66  C86 1.090
95 H 4.60 1.25 12.27  C87 1.090
96 H 5.25 -1.55 11.31  C88 1.090
97 H 5.74 0.09 10.50  C88 1.090
98 H 2.75 0.65 8.98  C90 1.090
99 H 3.90 1.63 9.86  C90 1.090
100 H 2.60 1.01 10.79  C90 1.090
101 H 3.12 -0.68 12.44  N91 1.010
102 H 4.22 -1.44 13.40  N91 1.010
103 C 10.11 -2.80 1.28  C104 1.513, H109 1.090, H110 1.090, H111 1.090
104 C 9.71 -2.31 -0.10  C103 1.513, C105 1.589, N108 1.442, H112 1.090
105 C 8.38 -3.04 -0.59  C104 1.589, O106 1.446, H113 1.090, H114 1.090
106 O 7.87 -2.53 -1.85  C105 1.446, C107 1.411
107 C 6.63 -2.98 -2.32  O106 1.411, H115 1.090, H116 1.090, H117 1.090
108 N 9.60 -0.88 -0.16  C104 1.442, H118 1.010, H119 1.010
109 H 10.98 -2.31 1.71  C103 1.090
110 H 10.27 -3.88 1.29  C103 1.090
111 H 9.27 -2.65 1.95  C103 1.090
112 H 10.43 -2.40 -0.91  C104 1.090
113 H 7.56 -2.76 0.07  C105 1.090
114 H 8.56 -4.11 -0.63  C105 1.090
115 H 5.77 -2.71 -1.71  C107 1.090
116 H 6.71 -4.07 -2.27  C107 1.090
117 H 6.42 -2.60 -3.32  C107 1.090
118 H 9.01 -0.71 -0.96  N108 1.010
119 H 10.49 -0.40 -0.23  N108 1.010
120 C -0.99 -3.11 10.35  C121 1.511, H126 1.090, H127 1.090, H128 1.090
121 C -0.87 -4.01 9.14  C120 1.511, C122 1.550, N125 1.484, H129 1.090
122 C -1.50 -3.38 7.87  C121 1.550, O123 1.432, H130 1.090, H131 1.090
123 O -2.92 -3.22 7.99  C122 1.432, C124 1.368
124 C -3.50 -2.87 6.80  O123 1.368, H132 1.090, H133 1.090, H134 1.090
125 N 0.59 -4.17 8.93  C121 1.484, H135 1.010, H136 1.010
126 H -2.00 -3.28 10.72  C120 1.090
127 H -0.93 -2.07 10.04  C120 1.090
128 H -0.36 -3.30 11.21  C120 1.090
129 H -1.31 -4.99 9.29  C121 1.090
130 H -1.38 -4.07 7.04  C122 1.090
131 H -0.95 -2.48 7.58  C122 1.090
132 H -3.16 -1.88 6.50  C124 1.090
133 H -4.57 -2.94 6.96  C124 1.090
134 H -3.26 -3.59 6.01  C124 1.090
135 H 0.92 -4.76 9.68  N125 1.010
136 H 1.11 -3.32 9.07  N125 1.010
137 C 5.19 3.91 -1.42  C138 1.576, H143 1.090, H144 1.090, H145 1.090
138 C 3.73 3.39 -1.14  C137 1.576, C139 1.571, N142 1.459, H146 1.090
139 C 2.61 4.40 -1.61  C138 1.571, O140 1.424, H147 1.090, H148 1.090
140 O 2.72 5.67 -0.98  C139 1.424, C141 1.425
141 C 2.33 5.60 0.39  O140 1.425, H149 1.090, H150 1.090, H151 1.090
142 N 3.64 2.06 -1.74  C138 1.459, H152 1.010, H153 1.010
143 H 5.33 4.29 -2.43  C137 1.090
144 H 5.85 3.06 -1.28  C137 1.090
145 H 5.44 4.65 -0.66  C137 1.090
146 H 3.76 3.24 -0.06  C138 1.090
147 H 1.68 3.90 -1.36  C139 1.090
148 H 2.58 4.49 -2.69  C139 1.090
149 H 3.07 5.00 0.93  C141 1.090
150 H 1.37 5.11 0.54  C141 1.090
151 H 2.21 6.62 0.76  C141 1.090
152 H 2.92 1.63 -1.18  N142 1.010
153 H 4.48 1.52 -1.62  N142 1.010
154 C -5.16 6.39 -0.26  C155 1.539, H160 1.090, H161 1.090, H162 1.090
155 C -5.33 7.74 0.46  C154 1.539, C156 1.591, N159 1.446, H163 1.090
156 C -5.68 8.98 -0.48  C155 1.591, O157 1.428, H164 1.090, H165 1.090
157 O -4.84 9.00 -1.64  C156 1.428, C158 1.401
158 C -3.50 9.18 -1.29  O157 1.401, H166 1.090, H167 1.090, H168 1.090
159 N -6.38 7.50 1.43  C155 1.446, H169 1.010, H170 1.010
160 H -4.81 5.64 0.44  C154 1.090
161 H -4.51 6.43 -1.14  C154 1.090
162 H -6.11 6.02 -0.63  C154 1.090
163 H -4.37 8.00 0.90  C155 1.090
164 H -5.76 9.81 0.22  C156 1.090
165 H -6.63 8.87 -0.99  C156 1.090
166 H -3.10 8.31 -0.77  C158 1.090
167 H -3.36 10.08 -0.69  C158 1.090
168 H -2.86 9.24 -2.17  C158 1.090
169 H -6.77 8.30 1.89  N159 1.010
170 H -7.15 6.95 1.07  N159 1.010
171 C 0.04 -8.63 -2.64  C172 1.545, H177 1.090, H178 1.090, H179 1.090
172 C 1.38 -7.91 -2.93  C171 1.545, C173 1.558, N176 1.497, H180 1.090
173 C 2.12 -8.54 -4.15  C172 1.558, O174 1.449, H181 1.090, H182 1.090
174 O 2.60 -9.89 -3.92  C173 1.449, C175 1.428
175 C 3.14 -10.41 -5.13  O174 1.428, H183 1.090, H184 1.090, H185 1.090
176 N 1.08 -6.46 -3.18  C172 1.497, H186 1.010, H187 1.010
177 H -0.68 -8.57 -3.45  C171 1.090
178 H -0.43 -8.34 -1.71  C171 1.090
179 H 0.30 -9.68 -2.58  C171 1.090
180 H 2.12 -7.92 -2.12  C172 1.090
181 H 3.06 -8.03 -4.34  C173 1.090
182 H 1.55 -8.58 -5.08  C173 1.090
183 H 2.39 -10.45 -5.92  C175 1.090
184 H 3.46 -11.44 -4.97  C175 1.090
185 H 4.04 -9.91 -5.50  C175 1.090
186 H 0.70 -6.34 -4.10  N176 1.010
187 H 0.25 -6.31 -2.62  N176 1.010
188 C -2.39 -3.17 -9.28  C189 1.485, H194 1.090, H195 1.090, H196 1.090
189 C -2.38 -3.71 -7.89  C188 1.485, C190 1.554, N193 1.437, H197 1.090
190 C -3.76 -4.04 -7.26  C189 1.554, O191 1.391, H198 1.090, H199 1.090
191 O -4.64 -4.79 -8.03  C190 1.391, C192 1.388
192 C -5.88 -5.00 -7.45  O191 1.388, H200 1.090, H201 1.090, H202 1.090
193 N -1.42 -4.78 -7.80  C189 1.437, H203 1.010, H204 1.010
194 H -2.69 -2.12 -9.29  C188 1.090
195 H -3.13 -3.71 -9.86  C188 1.090
196 H -1.52 -3.28 -9.93  C188 1.090
197 H -2.01 -2.99 -7.17  C189 1.090
198 H -4.30 -3.10 -7.25  C190 1.090
199 H -3.65 -4.42 -6.25  C190 1.090
200 H -6.46 -4.07 -7.45  C192 1.090
201 H -5.72 -5.32 -6.42  C192 1.090
202 H -6.34 -5.82 -8.00  C192 1.090
203 H -0.67 -4.51 -8.41  N193 1.010
204 H -1.81 -5.55 -8.33  N193 1.010
205 C -6.84 9.58 -10.77  C206 1.494, H211 1.090, H212 1.090, H213 1.090
206 C -7.26 8.52 -9.81  C205 1.494, C207 1.534, N210 1.462, H214 1.090
207 C -7.15 9.03 -8.37  C206 1.534, O208 1.425, H215 1.090, H216 1.090
208 O -7.66 8.11 -7.42  C207 1.425, C209 1.442
209 C -6.68 7.08 -7.18  O208 1.442, H217 1.090, H218 1.090, H219 1.090
210 N -8.68 8.19 -9.95  C206 1.462, H220 1.010, H221 1.010
211 H -5.81 9.91 -10.62  C205 1.090
212 H -7.43 10.48 -10.65  C205 1.090
213 H -6.95 9.30 -11.82  C205 1.090
214 H -6.64 7.62 -9.87  C206 1.090
215 H -7.73 9.93 -8.14  C207 1.090
216 H -6.20 9.41 -8.01  C207 1.090
217 H -7.12 6.40 -6.44  C209 1.090
218 H -5.76 7.54 -6.82  C209 1.090
219 H -6.44 6.48 -8.06  C209 1.090
220 H -9.06 7.61 -9.21  N210 1.010
221 H -8.87 7.62 -10.76  N210 1.010
222 C 5.98 -5.41 5.54  C223 1.547, H228 1.090, H229 1.090, H230 1.090
223 C 5.21 -5.26 4.20  C222 1.547, C224 1.530, N227 1.445, H231 1.090
224 C 5.05 -6.55 3.39  C223 1.530, O225 1.426, H232 1.090, H233 1.090
225 O 6.33 -6.95 2.92  C224 1.426, C226 1.374
226 C 6.29 -7.74 1.79  O225 1.374, H234 1.090, H235 1.090, H236 1.090
227 N 3.97 -4.63 4.59  C223 1.445, H237 1.010, H238 1.010
228 H 6.86 -6.03 5.41  C222 1.090
229 H 5.30 -6.03 6.13  C222 1.090
230 H 6.17 -4.47 6.05  C222 1.090
231 H 5.80 -4.67 3.50  C223 1.090
232 H 4.46 -6.20 2.54  C224 1.090
233 H 4.51 -7.39 3.83  C224 1.090
234 H 7.32 -7.77 1.43  C226 1.090
235 H 5.67 -7.37 0.97  C226 1.090
236 H 6.09 -8.78 2.04  C226 1.090
237 H 3.56 -5.17 5.34  N227 1.010
238 H 4.14 -3.73 5.02  N227 1.010
239 C 6.46 1.97 4.69  C240 1.532, H245 1.090, H246 1.090, H247 1.090
240 C 7.57 2.98 5.02  C239 1.532, C241 1.585, N244 1.423, H248 1.090
241 C 7.38 3.67 6.43  C240 1.585, O242 1.407, H249 1.090, H250 1.090
242 O 8.15 4.85 6.38  C241 1.407, C243 1.437
243 C 8.38 5.42 7.67  O242 1.437, H251 1.090, H252 1.090, H253 1.090
244 N 8.79 2.26 4.93  C240 1.423, H254 1.010, H255 1.010
245 H 6.53 1.17 5.42  C239 1.090
246 H 6.52 1.52 3.70  C239 1.090
247 H 5.48 2.43 4.82  C239 1.090
248 H 7.45 3.67 4.19  C240 1.090
249 H 7.57 3.03 7.29  C241 1.090
250 H 6.34 3.98 6.55  C241 1.090
251 H 7.57 5.34 8.40  C243 1.090
252 H 8.76 6.44 7.63  C243 1.090
253 H 9.19 4.93 8.22  C243 1.090
254 H 8.77 1.58 4.18  N244 1.010
255 H 9.47 2.94 4.64  N244 1.010

Calculated values
E: -4334.365321 Ha
Relative energy (zero: lowest compared OMol25 entry of this formula, charge and spin): 10.020 eV
Molecular weight: 1337.07 g mol⁻¹
Net charge: 0
HOMO level: -8.856 eV
Frontier orbital gap: 8.9 eV

Löwdin population analysis, charges in e, atoms 1 to 99: -0.0892 -0.3969 -0.1809 -0.2237 -0.0636 0.0124 0.0696 0.0635 0.0709 0.1326 0.1167 0.1204 0.0703 0.0845 0.0856 0.0607 0.0665 -0.0472 -0.4131 -0.2357 -0.1821 -0.1313 0.0276 0.0638 0.0753 0.0724 0.1266 0.1204 0.1227 0.0891 0.0869 0.0999 0.0595 0.0654 -0.0608 -0.4595 -0.2040 -0.2018 -0.0704 0.0218 0.0805 0.0720 0.0694 0.1315 0.1188 0.1271 0.0795 0.0788 0.0824 0.0615 0.0729 -0.0699 -0.3823 -0.2277 -0.1668 -0.1522 0.0159 0.0708 0.0767 0.0648 0.1350 0.1254 0.1273 0.0861 0.0895 0.0941 0.0482 0.0639 -0.0675 -0.4369 -0.2230 -0.1904 -0.1021 0.0071 0.0687 0.0762 0.0712 0.1419 0.1256 0.1298 0.0882 0.0873 0.0870 0.0691 0.0681 -0.0748 -0.4676 -0.2011 -0.2159 -0.0807 0.0425 0.0782 0.0791 0.0772 0.1278 0.1325 0.1218 0.0883 0.0811


A cluster of 2 separate species, CH6NO in total, computed with ωB97M-V/def2-TZVPD.

Bonds (Å) are listed after each position.
Atoms and positions in Å:
1 N 0.12 1.28 1.72  H2 1.017, H3 1.019, H4 1.033, H5 1.017
2 H 0.78 2.01 1.96  N1 1.017
3 H -0.84 1.61 1.60  N1 1.019
4 H 0.31 0.96 0.76  N1 1.033
5 H 0.22 0.51 2.37  N1 1.017
6 O -0.03 -0.44 -0.56  C7 1.304
7 C -0.09 -1.19 -1.63  O6 1.304, H8 1.096, H9 1.097
8 H -0.36 -0.78 -2.61  C7 1.096
9 H -0.06 -2.28 -1.61  C7 1.097

Calculated values
E: -171.539063 Ha
Multiplicity: 2
Relative energy (zero: lowest compared OMol25 entry of this formula, charge and spin): 2.287 eV
Molecular weight: 48.07 g mol⁻¹
Net charge: 0
<S²>: 0.753
HOMO level (spin up / spin down): -3.478 / -6.822 eV
Frontier orbital gap (spin up / spin down): 2.9 / 6.2 eV

How is the electron density shared among the atoms? According to natural (NBO), the charges in e are: -0.8832 0.4253 0.4469 0.5109 0.4476 -0.9431 -0.1677 0.0799 0.0834


Question: Which value of net charge does entry 2 give?
Answer: 0